{"formula": "C3H12N2O2", "method": "ωB97M-V with the def2-TZVPD basis set", "elements": ["C", "C", "C", "N", "N", "H", "H", "H", "H", "H", "H", "H", "H", "H", "H", "O", "H", "H", "O"], "positions_angstrom": [[0.940, 0.150, 1.648], [-0.144, 0.447, 0.715], [0.086, 0.615, -0.640], [-0.873, 1.104, -1.461], [-1.435, 0.756, 1.230], [0.630, -0.823, 2.064], [0.900, 0.868, 2.468], [1.875, -0.146, 1.103], [0.994, 0.134, -1.046], [-1.734, 0.454, -1.359], [-0.524, 1.270, -2.394], [-2.109, 0.197, 0.600], [-1.583, 1.747, 1.052], [3.824, 0.093, -0.558], [1.280, -2.834, -0.503], [2.901, -0.093, -0.370], [1.252, -2.782, -1.223], [-3.613, -0.627, -0.740], [-2.668, -0.530, -0.586]], "forces_ev_per_angstrom": [[-0.12, -2.00, -0.36], [-1.26, 1.30, 0.88], [0.51, -1.17, -1.59], [0.88, -0.38, 0.21], [1.12, -0.18, 0.54], [-0.19, 0.08, 0.52], [0.38, -0.02, -0.05], [0.03, 1.22, 0.35], [0.39, 1.14, 0.26], [-1.14, 0.33, 0.52], [-0.07, -0.37, -0.11], [-0.26, 0.35, -0.03], [-0.32, -0.05, -0.14], [0.09, -0.08, -0.03], [0.03, -0.05, 0.75], [0.02, 0.01, -0.27], [-0.05, 0.03, -0.75], [0.14, 0.07, -0.02], [-0.20, -0.24, -0.68]], "lowdin_charge": [-0.068, -0.314, -0.095, 0.087, 0.034, 0.090, 0.082, 0.030, 0.085, 0.053, 0.086, 0.001, 0.071, -0.162, 0.010, -0.536, 0.010, -0.062, -0.401], "total_charge": -1, "orbital_gap_ha": [0.279, 0.202], "e_lumo_ev": [4.062, 1.982], "spin_multiplicity": 2, "e_homo_ev": [-3.520, -3.508], "relative_energy_kcal_mol": 64.3}



{"formula": "C4H12NO2", "method": "ωB97M-V with the def2-TZVPD basis set", "elements": ["C", "C", "C", "C", "N", "O", "O", "H", "H", "H", "H", "H", "H", "H", "H", "H", "H", "H", "H"], "positions_angstrom": [[-2.831, 0.677, -0.650], [-2.194, -0.925, 1.043], [3.756, 0.573, -0.045], [-0.513, -0.007, -0.429], [-1.740, -0.094, -0.047], [0.442, -0.576, 0.239], [2.999, -0.595, -0.321], [-3.756, 0.355, -0.345], [-2.784, 1.780, -0.330], [-2.737, 1.013, -1.719], [-1.255, -1.588, 1.343], [-2.616, -0.351, 1.887], [-3.024, -1.532, 0.546], [4.347, 0.466, 0.790], [3.036, 1.391, 0.124], [4.453, 0.808, -0.816], [-0.398, 0.719, -1.208], [3.392, -1.451, 0.046], [1.423, -0.663, -0.108]], "forces_ev_per_angstrom": [[2.59, 4.77, -1.37], [0.94, -2.75, 0.03], [-1.30, 0.78, -0.62], [0.38, 0.36, 0.93], [-0.81, 0.44, -0.12], [-0.06, -0.30, -0.59], [-0.34, -2.55, 0.40], [-2.00, -1.23, 0.27], [0.04, -1.52, 0.71], [-0.01, -1.81, 0.47], [-2.49, 1.29, -0.29], [0.43, -0.15, -0.45], [1.13, 0.35, 1.21], [1.04, -0.36, 2.26], [0.44, -0.25, -0.20], [0.11, 0.16, -1.08], [0.84, -0.03, -0.78], [-0.41, 1.99, -0.75], [-0.51, 0.82, -0.03]], "lowdin_charge": [-0.009, -0.001, -0.091, -0.125, -0.158, 0.109, -0.137, 0.062, 0.134, 0.124, 0.146, 0.116, 0.130, 0.063, 0.104, 0.084, 0.170, 0.161, 0.118], "total_charge": 1, "orbital_gap_ha": 0.426, "e_lumo_ev": -3.326, "e_homo_ev": -14.916, "relative_energy_kcal_mol": 53.8}



{"formula": "C14H36B3NO10P2", "method": "ωB97M-V with the def2-TZVPD basis set", "elements": ["C", "C", "C", "C", "B", "O", "B", "C", "C", "C", "C", "N", "O", "B", "P", "O", "O", "O", "O", "H", "H", "H", "H", "H", "H", "H", "H", "H", "H", "H", "H", "H", "H", "H", "H", "H", "H", "H", "H", "H", "O", "P", "O", "C", "C", "O", "C", "C", "O", "C", "C", "H", "H", "H", "H", "H", "H", "H", "H", "H", "H", "H", "H", "H", "H", "H"], "positions_angstrom": [[-5.847, -2.151, -0.386], [-4.795, -2.069, -1.525], [-5.204, -3.116, -2.576], [-3.418, -2.517, -0.937], [-2.326, -1.408, -0.955], [-1.264, -1.387, -1.867], [-0.120, -1.592, -1.092], [0.750, -2.873, -1.244], [0.632, -3.670, 0.098], [-0.272, -4.891, -0.008], [-0.701, -5.478, 1.360], [-1.195, -4.544, 2.355], [0.115, -0.593, -0.116], [-1.052, -0.449, 0.611], [-1.057, -0.454, 2.552], [-2.228, -1.250, 2.968], [0.278, -1.214, 3.062], [-1.098, 1.021, 3.157], [-2.270, -0.364, -0.002], [-6.239, -3.169, -0.377], [-5.367, -2.004, 0.581], [-6.638, -1.410, -0.492], [-4.775, -1.070, -1.960], [-6.269, -3.078, -2.800], [-5.008, -4.099, -2.143], [-4.591, -3.047, -3.476], [-3.034, -3.341, -1.544], [-3.508, -2.896, 0.083], [0.278, -3.482, -2.017], [1.785, -2.695, -1.534], [1.614, -3.989, 0.450], [0.241, -2.998, 0.869], [0.304, -5.675, -0.510], [-1.162, -4.704, -0.614], [0.089, -6.111, 1.765], [-1.537, -6.146, 1.137], [-2.054, -4.091, 2.081], [-0.512, -3.870, 2.664], [0.886, -1.257, 2.307], [-1.536, 0.976, 4.022], [3.387, 4.579, 1.326], [3.078, 4.604, -0.113], [3.678, 3.276, -0.809], [3.724, 2.032, -0.110], [2.562, 1.141, -0.501], [4.028, 5.744, -0.739], [4.708, 6.684, 0.094], [6.143, 6.257, 0.325], [1.922, 4.949, -1.163], [0.693, 4.203, -1.170], [0.048, 4.108, 0.198], [3.738, 2.184, 0.971], [4.665, 1.553, -0.383], [1.615, 1.561, -0.157], [2.667, 0.151, -0.060], [2.502, 1.036, -1.586], [4.183, 6.818, 1.039], [4.684, 7.641, -0.430], [6.191, 5.236, 0.703], [6.633, 6.924, 1.035], [6.700, 6.284, -0.613], [0.872, 3.213, -1.597], [0.028, 4.727, -1.855], [0.695, 3.585, 0.910], [-0.895, 3.564, 0.137], [-0.146, 5.102, 0.601]], "forces_ev_per_angstrom": [[0.63, 0.29, -0.07], [-0.53, -1.21, 0.83], [0.31, 0.14, 0.10], [0.46, 0.37, -0.64], [-0.50, 0.94, -0.74], [-0.06, -1.11, 0.90], [0.63, 1.00, -1.40], [-0.35, -0.36, 0.27], [0.07, 0.30, -0.16], [0.41, -0.39, 0.43], [-0.62, 0.19, -0.50], [0.23, -0.43, 0.06], [-0.43, -1.46, 0.67], [0.38, 1.97, -0.05], [-1.11, -1.11, 0.53], [-0.07, 0.05, 0.06], [0.17, 0.67, -0.77], [0.50, -0.06, -0.04], [0.13, -1.17, 0.47], [-0.29, 0.09, 0.06], [-0.12, 0.25, 0.04], [-0.19, -0.19, -0.07], [0.11, 0.04, 0.03], [0.04, 0.19, -0.26], [-0.11, -0.04, -0.02], [-0.19, 0.07, -0.14], [0.04, -0.01, 0.01], [-0.22, 0.07, 0.02], [0.24, 0.05, -0.21], [0.03, 0.10, 0.11], [0.03, 0.05, 0.00], [0.02, -0.12, 0.12], [-0.19, 0.00, -0.24], [0.02, 0.24, 0.01], [0.11, 0.21, 0.18], [0.12, -0.20, 0.10], [0.07, 0.21, 0.07], [-0.13, 0.15, 0.03], [0.30, -0.02, 0.30], [-0.04, 0.16, -0.08], [-2.32, -0.27, 0.42], [4.32, 0.88, -2.34], [-0.77, 0.02, 0.34], [0.17, -0.47, 0.07], [-0.01, 0.20, -0.05], [-0.35, -0.06, -0.04], [0.25, 0.10, 0.13], [0.08, -0.07, -0.16], [-1.17, -0.29, 1.72], [-0.39, -0.17, -0.17], [0.17, 0.00, 0.10], [0.01, 0.20, -0.03], [0.03, 0.11, -0.07], [0.01, -0.04, 0.05], [0.03, 0.01, 0.03], [0.05, -0.03, 0.00], [-0.03, -0.15, 0.01], [-0.06, -0.06, -0.09], [-0.08, 0.04, 0.13], [-0.01, 0.00, 0.01], [0.00, 0.02, 0.00], [0.13, 0.01, 0.06], [0.13, 0.10, -0.04], [-0.06, 0.00, -0.01], [0.00, 0.00, -0.03], [-0.02, -0.01, -0.01]], "lowdin_charge": [-0.065, -0.380, -0.090, -0.033, -0.500, 0.303, -0.524, -0.026, -0.187, -0.193, -0.278, 0.015, 0.231, -0.534, 0.519, -0.274, -0.127, -0.120, 0.287, 0.079, 0.074, 0.077, 0.131, 0.078, 0.080, 0.081, 0.104, 0.117, 0.112, 0.114, 0.124, 0.073, 0.115, 0.102, 0.106, 0.105, 0.060, 0.047, 0.066, 0.095, -0.225, 0.461, -0.171, -0.266, -0.074, -0.194, -0.284, -0.075, -0.165, -0.257, -0.077, 0.109, 0.120, 0.057, 0.078, 0.091, 0.104, 0.116, 0.075, 0.076, 0.075, 0.105, 0.121, 0.066, 0.083, 0.088], "orbital_gap_ha": 0.339, "e_lumo_ev": 0.184, "e_homo_ev": -9.050}



{"formula": "C24H54BrN3", "method": "ωB97M-V with the def2-TZVPD basis set", "elements": ["C", "C", "C", "N", "C", "C", "C", "C", "C", "H", "H", "H", "H", "H", "H", "H", "H", "H", "H", "H", "H", "H", "H", "H", "H", "H", "H", "C", "C", "C", "N", "C", "C", "C", "C", "C", "H", "H", "H", "H", "H", "H", "H", "H", "H", "H", "H", "H", "H", "H", "H", "H", "H", "H", "C", "C", "C", "N", "C", "C", "C", "C", "C", "H", "H", "H", "H", "H", "H", "H", "H", "H", "H", "H", "H", "H", "H", "H", "H", "H", "H", "Br"], "positions_angstrom": [[-2.549, 5.457, 1.206], [-3.315, 4.899, 2.451], [-4.600, 5.798, 2.779], [-5.281, 5.429, 4.048], [-5.918, 4.015, 3.994], [-4.355, 5.645, 5.273], [-5.222, 6.171, 6.366], [-6.602, 6.426, 5.837], [-6.438, 6.434, 4.328], [-3.223, 5.336, 0.358], [-1.645, 4.877, 1.021], [-2.199, 6.489, 1.209], [-2.620, 4.769, 3.281], [-3.651, 3.878, 2.271], [-5.458, 5.741, 2.108], [-4.259, 6.820, 2.944], [-6.741, 4.021, 3.280], [-6.451, 3.931, 4.941], [-5.252, 3.185, 3.758], [-3.648, 4.881, 5.596], [-3.643, 6.448, 5.083], [-5.359, 5.577, 7.269], [-4.767, 7.052, 6.818], [-7.388, 5.781, 6.231], [-6.850, 7.440, 6.151], [-7.311, 6.149, 3.741], [-6.026, 7.412, 4.080], [-2.371, -8.219, -7.040], [-1.758, -6.814, -7.074], [-0.226, -6.634, -6.724], [0.249, -5.163, -6.648], [-0.418, -4.596, -5.381], [-0.091, -4.338, -7.951], [1.219, -3.605, -8.266], [2.304, -4.543, -7.676], [1.749, -5.161, -6.417], [-2.113, -8.733, -6.114], [-1.896, -8.893, -7.752], [-3.450, -8.265, -7.188], [-2.325, -6.305, -6.294], [-2.047, -6.212, -7.935], [0.483, -6.998, -7.468], [0.022, -7.284, -5.885], [-0.168, -5.332, -4.616], [-1.485, -4.462, -5.557], [0.078, -3.630, -5.290], [-1.014, -3.760, -7.896], [-0.292, -5.140, -8.662], [1.144, -2.633, -7.779], [1.317, -3.286, -9.303], [3.178, -3.917, -7.493], [2.553, -5.317, -8.402], [2.032, -4.539, -5.568], [2.157, -6.169, -6.342], [5.901, 1.159, 6.327], [6.079, 1.071, 4.776], [4.843, 0.229, 4.291], [4.583, 0.039, 2.806], [4.396, 1.437, 2.182], [3.250, -0.738, 2.408], [3.519, -1.746, 1.295], [5.018, -2.103, 1.575], [5.677, -0.831, 2.151], [4.957, 1.654, 6.556], [6.651, 1.800, 6.790], [5.883, 0.188, 6.821], [7.006, 0.609, 4.439], [5.912, 2.054, 4.337], [3.931, 0.739, 4.599], [4.920, -0.832, 4.530], [4.082, 1.363, 1.141], [5.356, 1.953, 2.188], [3.599, 1.875, 2.783], [2.515, 0.029, 2.164], [2.940, -1.233, 3.328], [3.377, -1.379, 0.279], [2.913, -2.652, 1.317], [5.557, -2.361, 0.663], [5.197, -2.966, 2.216], [6.054, -0.169, 1.372], [6.465, -1.014, 2.881], [1.358, 1.714, -3.917]], "forces_ev_per_angstrom": [[-0.60, -0.75, 0.15], [-0.85, 0.95, -0.56], [1.37, -0.90, 0.40], [0.09, -0.93, 1.27], [-0.51, 1.23, 0.48], [0.60, 0.40, -0.10], [-0.27, -0.26, 2.42], [-0.75, 1.19, -0.34], [0.82, -0.47, 0.42], [0.26, 0.08, -0.23], [-0.19, -0.24, -0.02], [-0.41, 0.12, 0.57], [-0.24, 0.62, 0.39], [-0.02, 0.02, -0.45], [0.73, 0.11, -0.91], [-0.19, 0.08, -0.39], [0.35, 0.26, -0.42], [0.49, -0.48, 0.19], [0.25, 0.48, 0.35], [-0.77, -0.92, -0.60], [-0.28, 0.14, -1.02], [0.44, -0.76, -0.28], [-0.08, 0.30, -0.45], [0.23, -0.23, -0.20], [-0.52, -0.07, -0.14], [0.22, 0.19, -0.06], [-0.20, -0.12, -0.51], [1.47, -0.83, -0.35], [0.04, 1.02, 0.91], [-0.60, -0.43, -2.04], [-1.87, -0.77, 2.02], [0.88, 0.36, -1.54], [0.89, -1.59, -0.12], [-0.98, 0.16, 0.88], [0.18, 1.30, -1.29], [0.30, 0.61, -1.06], [-0.29, 0.31, 0.42], [-0.17, 0.16, -0.51], [0.17, 0.37, 0.03], [0.22, 0.26, 0.37], [0.26, -0.47, -0.46], [-0.57, -0.43, -0.65], [0.06, 0.93, 0.76], [-0.24, 0.52, 0.27], [0.20, -0.17, 0.17], [-0.34, 0.02, 0.72], [0.27, 0.08, 0.66], [0.15, 0.14, -0.25], [0.47, -0.03, 0.55], [0.10, -0.75, -0.16], [0.22, -0.43, 0.09], [0.09, 0.08, -0.05], [-0.45, -0.27, 0.16], [-0.44, 0.02, 0.48], [0.15, 0.36, -0.62], [-1.94, -0.77, 0.04], [-0.07, -0.58, -0.80], [-0.42, 0.27, -2.18], [0.61, -1.17, -0.04], [-0.16, 0.42, 1.14], [1.65, -0.15, 0.33], [0.37, 0.44, -0.47], [-0.47, 0.82, -0.32], [-0.15, -0.07, -0.11], [0.22, -0.26, -0.14], [0.19, -0.01, -0.14], [0.06, 0.24, 0.18], [0.61, 0.12, 0.12], [0.01, -0.46, 0.67], [-0.21, 0.21, 1.21], [-0.08, -0.24, 0.09], [-0.26, 0.18, 0.34], [0.34, 0.43, -0.16], [0.05, -0.15, 0.04], [-0.03, -0.10, -0.03], [0.19, 0.52, 0.17], [-0.17, 0.21, 0.56], [-0.14, 0.07, -0.13], [-0.50, 0.14, 0.31], [0.29, -0.39, -0.13], [-0.13, -0.01, -0.09], [0.01, -0.26, 0.21]], "lowdin_charge": [-0.081, -0.185, -0.114, -0.251, 0.058, -0.094, -0.180, -0.160, -0.070, 0.079, 0.078, 0.078, 0.098, 0.095, 0.140, 0.130, 0.107, 0.105, 0.106, 0.140, 0.134, 0.126, 0.127, 0.124, 0.128, 0.141, 0.140, -0.089, -0.211, -0.108, -0.240, 0.040, -0.057, -0.127, -0.142, -0.112, 0.076, 0.076, 0.086, 0.094, 0.103, 0.126, 0.133, 0.112, 0.099, 0.113, 0.139, 0.119, 0.122, 0.128, 0.127, 0.122, 0.137, 0.133, -0.082, -0.179, -0.140, -0.254, 0.026, -0.072, -0.119, -0.130, -0.076, 0.074, 0.081, 0.081, 0.109, 0.100, 0.128, 0.136, 0.116, 0.104, 0.108, 0.123, 0.129, 0.123, 0.121, 0.118, 0.116, 0.132, 0.124, -0.997], "total_charge": 2, "orbital_gap_ha": 0.184, "e_lumo_ev": -3.432, "e_homo_ev": -8.437, "relative_energy_kcal_mol": 87.5}